[1]
C21H21N10Pd | ωB97M-V/def2-TZVPD

E_LUMO (spin up / spin down)	-0.448 / -0.449	hartree
energy relative to the best compared isomer or geometry (same formula, charge and spin)	0.0	kJ/mol
electronic energy	-1487.16203	Ha
frontier orbital gap (spin up / spin down)	5.50 / 5.49	eV
largest force on an atom	2.5	eV/A
E_HOMO (spin up / spin down)	-17.7 / -17.7	eV

Structure (ORCA input):
```
! wB97M-V def2-TZVPD RIJCOSX def2/J DEFGRID3
* xyz 3 1
Pd -0.101 -0.200 -0.674
C 6.709 -1.566 1.347
C 5.282 -1.626 0.962
C 4.476 -2.718 1.352
C 3.162 -2.747 1.025
C 2.534 -1.675 0.285
N 1.244 -1.771 -0.026
C 0.689 -2.992 -0.245
C 1.481 -4.007 -0.876
C 0.972 -5.234 -1.177
C -0.364 -5.546 -0.869
C -0.941 -6.868 -1.225
C -1.158 -4.566 -0.243
C -0.675 -3.325 0.071
N -1.492 -2.462 0.798
C -2.449 -2.790 1.714
C -3.049 -1.633 2.119
C -2.405 -0.619 1.397
N -1.452 -1.126 0.624
C 3.365 -0.540 -0.074
C 4.690 -0.557 0.252
N 2.864 0.543 -0.805
C 3.558 1.409 -1.589
C 2.730 2.455 -1.897
C 1.527 2.161 -1.255
N 1.607 1.006 -0.576
H 7.138 -2.558 1.476
H 6.794 -1.066 2.323
H 7.302 -0.978 0.648
H 4.909 -3.523 1.932
H 2.535 -3.558 1.372
H 2.493 -3.751 -1.166
H 1.593 -5.969 -1.674
H -0.169 -7.619 -1.377
H -1.502 -6.785 -2.165
H -1.655 -7.213 -0.476
H -2.188 -4.805 -0.009
H -2.605 -3.805 2.044
H -3.839 -1.524 2.843
H -2.577 0.445 1.436
H 5.314 0.287 -0.009
H 4.581 1.234 -1.883
H 2.967 3.319 -2.498
H 0.624 2.746 -1.215
N -1.349 -1.377 -5.297
N -1.319 -0.449 -4.315
N -1.990 0.677 -4.422
C -1.768 1.247 -3.246
N -0.979 0.479 -2.492
N -0.694 -0.622 -3.198
H -1.732 -1.033 -6.164
H -0.572 -2.016 -5.308
H -2.168 2.206 -2.961
*
```


[2]
C21H21N2 | ωB97M-V/def2-TZVPD

E_LUMO	-0.218	hartree
energy relative to the best compared isomer or geometry (same formula, charge and spin)	257.5	kJ/mol
electronic energy	-922.02220	Ha
frontier orbital gap	4.10	eV
largest force on an atom	2.1	eV/A
E_HOMO	-10.0	eV

Structure (ORCA input):
```
! wB97M-V def2-TZVPD RIJCOSX def2/J DEFGRID3
* xyz 1 1
C -0.304 0.102 0.676
C -1.723 -0.010 0.915
C -2.605 1.048 0.565
C -3.924 1.038 1.007
C -4.435 -0.024 1.763
C -3.587 -1.093 2.080
C -2.260 -1.108 1.659
C 0.609 -1.029 0.730
C 1.900 -0.554 1.136
C 2.892 -1.440 1.541
C 2.656 -2.820 1.413
C 1.424 -3.291 0.924
C 0.376 -2.407 0.627
C 1.836 0.902 1.215
C 0.500 1.315 0.855
C 0.185 2.678 0.917
C 1.180 3.598 1.286
C 2.459 3.174 1.695
C 2.778 1.805 1.689
H -2.226 1.866 -0.052
H -4.572 1.873 0.749
H -5.477 -0.027 2.096
H -3.964 -1.934 2.659
H -1.609 -1.937 1.945
H 3.818 -1.046 1.954
H 3.432 -3.536 1.701
H 1.285 -4.369 0.797
H -0.606 -2.791 0.345
H -0.811 3.041 0.682
H 0.972 4.675 1.269
H 3.202 3.911 2.021
H 3.740 1.434 2.033
C 0.559 0.951 -3.880
N 0.396 -0.227 -3.040
C 0.696 -1.483 -3.711
N -0.879 -0.229 -2.486
H 1.610 0.990 -4.159
H -0.055 0.920 -4.790
H 0.289 1.847 -3.304
H 1.745 -1.430 -3.993
H 0.544 -2.324 -3.019
H 0.097 -1.649 -4.617
H -1.051 -1.052 -1.890
H -1.092 0.642 -2.003
*
```


[3]
C21H21N2O2 | ωB97M-V/def2-TZVPD

E_LUMO	-0.167	hartree
energy relative to the best compared isomer or geometry (same formula, charge and spin)	0.0	kJ/mol
electronic energy	-1072.59829	Ha
frontier orbital gap	5.92	eV
largest force on an atom	1.7	eV/A
E_HOMO	-10.5	eV

Structure (ORCA input):
```
! wB97M-V def2-TZVPD RIJCOSX def2/J DEFGRID3
* xyz 1 1
C 1.306 -5.118 -0.180
C -0.050 -4.544 -0.186
N -0.399 -3.265 -0.195
C -1.782 -3.225 -0.186
C -2.290 -4.512 -0.180
C -3.666 -5.037 -0.179
N -1.177 -5.329 -0.179
H 2.013 -4.284 -0.177
H 1.483 -5.729 0.714
H 1.487 -5.729 -1.072
H -2.346 -2.306 -0.181
H -4.356 -4.186 -0.180
H -3.902 -5.642 -1.068
H -3.902 -5.642 0.709
H -1.179 -6.347 -0.178
C -0.525 6.348 4.030
O -0.142 4.991 4.354
C 0.091 4.155 3.314
C 0.469 2.818 3.606
C 0.714 1.938 2.571
C 0.598 2.345 1.206
C 0.847 1.452 0.101
O 0.685 2.029 -1.128
C 0.886 1.308 -2.291
C 1.257 -0.053 -2.214
C 1.449 -0.749 -3.436
C 1.268 -0.099 -4.644
C 0.890 1.255 -4.682
C 0.696 1.971 -3.504
C 1.395 -0.634 -0.939
C 1.209 0.118 0.211
C 0.221 3.677 0.944
C -0.028 4.568 1.966
H -0.658 6.829 4.996
H 0.260 6.856 3.455
H -1.462 6.371 3.460
H 0.556 2.515 4.648
H 1.004 0.909 2.787
H 1.742 -1.799 -3.365
H 1.418 -0.644 -5.574
H 0.749 1.751 -5.641
H 0.403 3.020 -3.507
H 1.648 -1.691 -0.858
H 1.324 -0.303 1.210
H 0.113 4.052 -0.070
H -0.317 5.588 1.713
*
```


[4]
C21H21N3O3 | ωB97M-V/def2-TZVPD

E_LUMO	0.015	hartree
energy relative to the best compared isomer or geometry (same formula, charge and spin)	237.8	kJ/mol
SMILES	COc1ccc(N2CCN(C(=O)C(=O)c3c[nH]c4ccccc34)CC2)cc1
electronic energy	-1202.83594	Ha
frontier orbital gap	7.89	eV
largest force on an atom	0.8	eV/A
E_HOMO	-7.5	eV

Structure (ORCA input):
```
! wB97M-V def2-TZVPD RIJCOSX def2/J DEFGRID3
* xyz 0 1
C -8.191 -1.615 -0.270
O -7.573 -0.596 0.474
C -6.237 -0.372 0.279
C -5.669 0.648 1.039
C -4.330 0.954 0.928
C -3.505 0.259 0.041
N -2.158 0.577 -0.152
C -1.176 -0.485 -0.055
C 0.063 -0.107 -0.872
N 0.587 1.142 -0.374
C 1.751 1.343 0.272
O 2.071 2.437 0.717
C 2.689 0.144 0.429
O 2.274 -0.938 0.811
C 4.075 0.422 0.142
C 4.634 1.624 -0.249
N 5.965 1.482 -0.412
C 6.331 0.186 -0.137
C 7.576 -0.424 -0.169
C 7.634 -1.762 0.163
C 6.485 -2.473 0.515
C 5.245 -1.871 0.548
C 5.162 -0.522 0.218
C -0.392 2.207 -0.436
C -1.638 1.821 0.368
C -4.086 -0.754 -0.722
C -5.426 -1.073 -0.605
H -9.233 -1.620 0.046
H -8.141 -1.418 -1.346
H -7.746 -2.594 -0.060
H -6.301 1.188 1.727
H -3.927 1.736 1.552
H -1.595 -1.418 -0.427
H -0.865 -0.638 0.992
H 0.807 -0.897 -0.801
H -0.223 0.035 -1.921
H 4.147 2.569 -0.393
H 6.601 2.218 -0.674
H 8.464 0.128 -0.440
H 8.586 -2.271 0.151
H 6.577 -3.519 0.769
H 4.357 -2.415 0.823
H 0.064 3.110 -0.028
H -0.669 2.370 -1.483
H -2.387 2.604 0.246
H -1.364 1.744 1.433
H -3.486 -1.298 -1.435
H -5.825 -1.866 -1.218
*
```


[5]
C21H21N3O3S2 | ωB97M-V/def2-TZVPD

E_LUMO	0.013	hartree
energy relative to the best compared isomer or geometry (same formula, charge and spin)	66.9	kJ/mol
SMILES	C[C@@H]1Cc2cc(-c3csc(NC(=O)Cc4ccccc4)n3)ccc2N1S(C)(=O)=O
electronic energy	-1999.23686	Ha
frontier orbital gap	8.30	eV
largest force on an atom	1.3	eV/A
E_HOMO	-7.9	eV

Structure (ORCA input):
```
! wB97M-V def2-TZVPD RIJCOSX def2/J DEFGRID3
* xyz 0 1
C 4.732 2.194 3.286
C 4.231 1.020 2.454
C 4.213 1.313 0.936
C 2.767 1.158 0.560
C 2.154 1.306 -0.660
C 0.771 1.106 -0.757
C 0.074 1.249 -2.027
C 0.629 1.548 -3.239
S -0.567 1.623 -4.476
C -1.772 1.235 -3.240
N -3.077 1.152 -3.627
C -4.235 0.883 -2.917
O -5.292 0.976 -3.492
C -4.082 0.427 -1.490
C -3.991 -1.082 -1.522
C -2.781 -1.732 -1.327
C -2.717 -3.114 -1.376
C -3.857 -3.857 -1.629
C -5.065 -3.212 -1.834
C -5.132 -1.832 -1.782
N -1.284 1.078 -2.066
C 0.048 0.766 0.388
C 0.660 0.613 1.620
C 2.027 0.814 1.695
N 2.840 0.732 2.812
S 2.513 -0.315 4.062
C 2.507 -1.949 3.270
O 1.199 -0.049 4.553
O 3.618 -0.244 4.967
H 5.763 2.425 3.027
H 4.111 3.068 3.108
H 4.679 1.931 4.339
H 4.838 0.139 2.689
H 4.563 2.327 0.736
H 4.847 0.623 0.377
H 2.736 1.572 -1.528
H 1.653 1.727 -3.491
H -3.253 1.376 -4.601
H -4.976 0.730 -0.944
H -3.191 0.860 -1.043
H -1.888 -1.156 -1.137
H -1.771 -3.612 -1.218
H -3.805 -4.935 -1.667
H -5.958 -3.786 -2.036
H -6.070 -1.326 -1.952
H -1.018 0.625 0.303
H 0.097 0.359 2.503
H 2.237 -2.673 4.027
H 3.501 -2.147 2.891
H 1.773 -1.933 2.476
*
```


[6]
C21H21N4O3ReS | ωB97M-V/def2-TZVPD

E_LUMO (spin up / spin down)	-0.124 / -0.135	hartree
⟨S²⟩	3.768
electronic energy	-1733.90298	Ha
frontier orbital gap (spin up / spin down)	6.61 / 7.09	eV
largest force on an atom	0.6	eV/A
E_HOMO (spin up / spin down)	-10.0 / -10.8	eV

Structure (ORCA input):
```
! wB97M-V def2-TZVPD RIJCOSX def2/J DEFGRID3
* xyz 1 4
Re 0.184 0.023 0.986
O 0.363 1.873 1.710
C 1.337 2.750 1.551
C 1.141 4.048 2.043
C 2.127 4.998 1.942
C 3.364 4.711 1.339
C 3.566 3.460 0.834
C 2.569 2.459 0.917
C 2.877 1.198 0.328
N 2.106 0.164 0.266
C 2.594 -1.098 -0.332
C 1.404 -1.851 -0.910
N 0.318 -1.829 0.087
C -0.433 -2.849 0.303
C -1.557 -2.884 1.196
C -2.148 -4.143 1.423
C -3.225 -4.289 2.255
C -3.754 -3.146 2.870
C -3.208 -1.899 2.652
C -2.098 -1.734 1.817
O -1.633 -0.503 1.637
H 0.184 4.265 2.499
H 1.944 5.992 2.331
H 4.135 5.467 1.272
H 4.507 3.215 0.349
H 3.866 1.108 -0.123
H 3.068 -1.697 0.448
H 3.327 -0.900 -1.111
H 1.678 -2.871 -1.173
H 1.047 -1.331 -1.798
H -0.209 -3.768 -0.239
H -1.730 -5.011 0.922
H -3.667 -5.262 2.422
H -4.616 -3.240 3.521
H -3.628 -1.009 3.104
S 1.085 -1.298 3.051
C 0.411 -0.534 4.412
N 0.499 -1.192 5.603
C 0.035 -0.688 6.764
C -0.560 0.529 6.764
C -0.644 1.174 5.519
N -0.180 0.671 4.392
H 0.940 -2.102 5.590
H 0.165 -1.298 7.647
H -0.945 0.969 7.671
H -1.116 2.151 5.441
C -1.723 0.956 -1.060
O -0.346 0.777 -0.712
H -2.147 1.824 -0.556
H -2.335 0.087 -0.806
H -1.789 1.119 -2.134
*
```


[7]
C21H21O5PW | ωB97M-V/def2-TZVPD

E_LUMO (spin up / spin down)	-0.281 / -0.281	hartree
energy relative to the best compared isomer or geometry (same formula, charge and spin)	59.2	kJ/mol
electronic energy	-1596.87224	Ha
frontier orbital gap (spin up / spin down)	7.70 / 7.70	eV
largest force on an atom	0.5	eV/A
E_HOMO (spin up / spin down)	-15.4 / -15.4	eV

Structure (ORCA input):
```
! wB97M-V def2-TZVPD RIJCOSX def2/J DEFGRID3
* xyz 2 1
W 0.334 -0.370 0.594
O 1.973 0.366 3.995
C 1.578 0.690 2.941
O 0.378 0.105 2.402
C 2.067 1.814 2.044
C 0.814 2.575 1.550
C 1.154 3.979 1.102
C 1.994 3.709 -0.164
C 1.883 2.202 -0.322
O 0.565 1.862 0.274
C 2.742 1.413 0.669
C 2.461 -0.045 0.358
O 2.505 -0.975 1.183
O 1.734 -0.333 -0.759
H 2.736 2.439 2.629
H -0.061 2.482 2.185
H 0.249 4.538 0.872
H 1.695 4.520 1.876
H 1.587 4.217 -1.035
H 3.034 4.014 -0.061
H 1.925 1.831 -1.338
H 3.805 1.645 0.660
C -3.766 -0.197 0.597
P -2.049 -0.690 0.377
C -1.680 -2.450 0.546
C -2.205 -3.477 -0.217
C -1.541 -4.700 -0.254
C -0.331 -4.886 0.408
C 0.205 -3.866 1.174
C -0.461 -2.634 1.255
C -1.410 -0.316 -1.284
C -1.592 0.996 -1.779
C -1.101 1.349 -3.012
C -0.387 0.416 -3.765
C -0.178 -0.863 -3.285
C -0.697 -1.244 -2.050
H -4.399 -0.773 -0.079
H -3.882 0.865 0.392
H -4.051 -0.406 1.628
H -3.108 -3.339 -0.799
H -1.967 -5.515 -0.826
H 0.175 -5.839 0.351
H 1.111 -4.023 1.745
H -0.259 -2.000 2.136
H -2.131 1.722 -1.182
H -1.273 2.347 -3.392
H 0.002 0.695 -4.736
H 0.380 -1.581 -3.872
H -0.558 -2.269 -1.730
*
```


[8]
C21H22Cl2GeMnN8O4 | ωB97M-V/def2-TZVPD

E_LUMO (spin up / spin down)	-0.020 / -0.022	hartree
⟨S²⟩	3.787
energy relative to the best compared isomer or geometry (same formula, charge and spin)	0.0	kJ/mol
electronic energy	-5700.73557	Ha
frontier orbital gap (spin up / spin down)	6.70 / 7.32	eV
largest force on an atom	0.1	eV/A
E_HOMO (spin up / spin down)	-7.2 / -7.9	eV

Structure (ORCA input):
```
! wB97M-V def2-TZVPD RIJCOSX def2/J DEFGRID3
* xyz 0 4
Mn 0.322 0.685 -0.450
N 3.446 -0.517 -0.734
C 3.322 0.277 0.313
N 4.383 0.431 1.113
C 4.213 1.239 2.145
N 5.240 1.402 2.994
N 3.085 1.930 2.427
C 2.101 1.712 1.589
N 2.124 0.897 0.528
C 0.839 2.468 1.821
C 0.692 3.323 2.899
C -0.501 4.014 3.032
C -1.494 3.835 2.082
C -1.262 2.957 1.037
N -0.123 2.285 0.915
H 4.345 -0.921 -0.921
H 2.658 -0.607 -1.378
H 6.109 0.937 2.808
H 5.146 2.038 3.763
H 1.505 3.428 3.602
H -0.653 4.687 3.865
H -2.436 4.361 2.145
H -2.006 2.785 0.269
Cl -1.412 -2.051 3.258
C -2.261 -1.403 1.897
C -3.641 -1.643 1.769
C -4.348 -1.163 0.703
Cl -6.049 -1.490 0.577
C -3.706 -0.398 -0.300
C -4.314 0.147 -1.453
C -3.560 0.860 -2.343
C -2.185 1.051 -2.104
N -1.606 0.554 -1.037
C -2.331 -0.167 -0.140
C -1.565 -0.680 0.948
O -0.278 -0.449 0.963
H -4.141 -2.225 2.530
H -5.371 -0.011 -1.621
H -4.000 1.281 -3.236
H -1.551 1.610 -2.782
C 1.259 -3.265 0.248
Ge 0.448 -2.645 -1.422
C -1.445 -3.195 -1.457
C 1.332 -3.564 -2.918
C 0.674 -0.739 -1.709
H 1.187 -4.352 0.318
H 0.759 -2.820 1.107
H 2.314 -2.988 0.285
H -1.504 -4.262 -1.683
H -1.995 -2.653 -2.228
H -1.933 -3.027 -0.496
H 1.217 -4.645 -2.825
H 2.398 -3.334 -2.939
H 0.900 -3.251 -3.869
H 0.584 -0.482 -2.772
O 0.691 2.100 -3.864
N 1.297 1.925 -2.825
O 2.464 1.606 -2.739
O 0.618 2.121 -1.704
*
```


[9]
C21H22ClFN6O3 | ωB97M-V/def2-TZVPD

E_LUMO	0.017	hartree
energy relative to the best compared isomer or geometry (same formula, charge and spin)	1.8	kJ/mol
SMILES	Cc1ccc(-c2nnn(CC(=O)N(CC(=O)NC3CCCC3)c3ccc(F)c(Cl)c3)n2)o1
electronic energy	-1927.75535	Ha
frontier orbital gap	8.72	eV
largest force on an atom	1.5	eV/A
E_HOMO	-8.3	eV

Structure (ORCA input):
```
! wB97M-V def2-TZVPD RIJCOSX def2/J DEFGRID3
* xyz 0 1
C 0.056 -0.147 7.238
C -0.703 0.417 6.092
C -1.934 1.013 6.028
C -2.145 1.346 4.675
C -1.022 0.927 4.005
C -0.695 1.013 2.616
N 0.458 0.578 2.061
N 0.379 0.830 0.806
N -0.779 1.404 0.596
C -1.237 1.762 -0.712
C -1.358 0.453 -1.503
O -1.763 -0.554 -0.953
N -0.918 0.442 -2.783
C -0.808 -0.859 -3.438
C 0.512 -1.558 -3.048
O 1.467 -1.573 -3.801
N 0.482 -2.106 -1.832
C 1.633 -2.723 -1.200
C 1.179 -3.938 -0.386
C 0.852 -3.349 0.984
C 1.997 -2.365 1.214
C 2.282 -1.770 -0.172
C -0.509 1.574 -3.517
C 0.683 1.543 -4.237
C 1.066 2.645 -4.978
C 0.265 3.773 -5.003
F 0.653 4.838 -5.720
C -0.938 3.809 -4.305
Cl -1.945 5.207 -4.362
C -1.325 2.701 -3.570
N -1.493 1.544 1.689
O -0.149 0.364 4.869
H 1.051 0.293 7.283
H 0.172 -1.224 7.122
H -0.471 0.056 8.165
H -2.602 1.191 6.846
H -2.997 1.825 4.240
H -0.525 2.449 -1.174
H -2.213 2.236 -0.591
H -0.828 -0.711 -4.518
H -1.659 -1.470 -3.126
H -0.332 -1.965 -1.247
H 2.319 -2.985 -2.009
H 0.334 -4.445 -0.851
H 2.003 -4.646 -0.298
H 0.790 -4.109 1.762
H -0.100 -2.817 0.949
H 1.738 -1.590 1.932
H 2.872 -2.902 1.583
H 3.350 -1.672 -0.352
H 1.836 -0.779 -0.253
H 1.307 0.662 -4.222
H 1.987 2.643 -5.539
H -2.274 2.715 -3.059
*
```


Q: Which value of largest force on an atom does entry 8 give?
A: 0.1 eV/A


Copy entry 6 word for word.
C21H21N4O3ReS | ωB97M-V/def2-TZVPD

E_LUMO (spin up / spin down)	-0.124 / -0.135	hartree
⟨S²⟩	3.768
electronic energy	-1733.90298	Ha
frontier orbital gap (spin up / spin down)	6.61 / 7.09	eV
largest force on an atom	0.6	eV/A
E_HOMO (spin up / spin down)	-10.0 / -10.8	eV

Structure (ORCA input):
```
! wB97M-V def2-TZVPD RIJCOSX def2/J DEFGRID3
* xyz 1 4
Re 0.184 0.023 0.986
O 0.363 1.873 1.710
C 1.337 2.750 1.551
C 1.141 4.048 2.043
C 2.127 4.998 1.942
C 3.364 4.711 1.339
C 3.566 3.460 0.834
C 2.569 2.459 0.917
C 2.877 1.198 0.328
N 2.106 0.164 0.266
C 2.594 -1.098 -0.332
C 1.404 -1.851 -0.910
N 0.318 -1.829 0.087
C -0.433 -2.849 0.303
C -1.557 -2.884 1.196
C -2.148 -4.143 1.423
C -3.225 -4.289 2.255
C -3.754 -3.146 2.870
C -3.208 -1.899 2.652
C -2.098 -1.734 1.817
O -1.633 -0.503 1.637
H 0.184 4.265 2.499
H 1.944 5.992 2.331
H 4.135 5.467 1.272
H 4.507 3.215 0.349
H 3.866 1.108 -0.123
H 3.068 -1.697 0.448
H 3.327 -0.900 -1.111
H 1.678 -2.871 -1.173
H 1.047 -1.331 -1.798
H -0.209 -3.768 -0.239
H -1.730 -5.011 0.922
H -3.667 -5.262 2.422
H -4.616 -3.240 3.521
H -3.628 -1.009 3.104
S 1.085 -1.298 3.051
C 0.411 -0.534 4.412
N 0.499 -1.192 5.603
C 0.035 -0.688 6.764
C -0.560 0.529 6.764
C -0.644 1.174 5.519
N -0.180 0.671 4.392
H 0.940 -2.102 5.590
H 0.165 -1.298 7.647
H -0.945 0.969 7.671
H -1.116 2.151 5.441
C -1.723 0.956 -1.060
O -0.346 0.777 -0.712
H -2.147 1.824 -0.556
H -2.335 0.087 -0.806
H -1.789 1.119 -2.134
*
```